(1)
Molecular formula: C28H25B2F15O27V
Method: DFT, the ωB97M-V functional and the def2-TZVPD basis

Computed properties:
Spin multiplicity   2
Energy   -5605.714944 Eh

```
98
Properties=species:S:1:pos:R:3:mulliken_charge:R:1
V 34.55 7.22 28.60 2.398
F 30.31 6.88 27.70 -0.152
F 38.52 5.17 30.34 -0.161
F 37.98 8.04 31.34 -0.232
F 33.61 3.57 31.52 -0.224
F 35.30 4.99 31.79 -0.206
F 40.48 6.12 30.11 -0.266
F 39.70 4.82 28.57 -0.231
F 33.96 4.65 33.37 -0.258
F 29.68 4.87 27.13 -0.260
F 38.24 9.82 30.16 -0.254
F 36.07 7.13 22.28 -0.277
F 30.65 5.28 29.03 -0.256
F 37.89 10.00 32.30 -0.250
F 36.42 8.68 23.82 -0.246
F 36.66 6.57 24.26 -0.169
O 35.33 8.11 27.53 -0.134
O 31.05 10.46 29.94 -0.567
O 31.64 11.39 25.60 -0.606
O 36.88 5.00 26.51 -0.546
O 37.53 7.05 28.56 -0.089
O 35.29 5.13 28.90 -0.396
O 37.76 1.35 28.92 -0.534
O 32.16 4.34 26.42 -0.349
O 39.66 7.71 28.30 -0.336
O 29.00 10.27 23.70 -0.590
O 32.13 6.18 32.06 -0.382
O 33.52 7.62 23.16 -0.449
O 31.31 12.06 23.49 -0.577
O 35.71 -1.31 28.09 -0.576
O 35.95 2.99 29.13 -0.608
O 31.97 9.32 26.85 -0.454
O 35.48 8.50 30.29 -0.749
O 32.89 6.17 27.47 0.332
O 34.30 7.20 25.21 -0.304
O 35.72 0.94 27.86 -0.505
O 38.38 -0.75 29.30 -0.574
O 37.05 2.82 27.03 -0.555
O 33.45 6.27 30.28 -0.007
O 32.88 8.62 28.79 0.918
O 35.52 10.32 31.59 -0.345
O 29.95 9.76 25.68 -0.607
O 30.53 10.90 27.76 -0.541
C 37.61 9.31 31.21 0.834
C 36.66 4.03 27.18 0.479
C 35.85 4.12 28.50 0.330
C 29.80 6.73 32.26 -1.657
C 30.60 5.59 27.72 0.629
C 39.33 8.71 27.32 0.049
C 36.23 -0.24 28.20 0.495
C 33.18 5.83 31.38 0.237
C 38.70 6.91 28.75 -0.149
C 37.57 0.02 28.88 0.635
C 34.48 7.38 24.03 0.051
C 33.37 3.95 25.81 0.768
C 32.11 9.30 28.14 0.367
C 36.08 9.33 30.91 0.104
C 33.23 9.92 32.40 -0.385
C 34.00 4.73 32.03 0.870
C 35.94 7.45 23.59 0.687
C 39.37 5.74 29.49 0.689
C 32.02 5.41 27.14 0.420
C 34.16 10.70 31.48 -0.158
C 31.18 10.34 28.75 0.015
C 31.12 7.10 31.61 1.006
C 33.07 3.05 24.64 -1.712
C 29.82 10.43 24.56 0.496
C 30.96 11.46 24.46 0.621
C 32.17 7.86 23.56 0.469
C 31.42 6.56 23.68 -0.745
C 40.18 9.98 27.37 -1.391
B 31.01 10.38 26.49 1.383
B 36.66 2.02 28.22 1.166
H 33.53 10.06 33.44 0.443
H 31.06 6.21 22.71 0.416
H 39.41 8.21 26.35 0.517
H 33.81 10.62 30.45 -0.087
H 30.61 6.72 24.39 0.265
H 32.24 10.34 32.29 0.357
H 41.13 9.86 26.84 0.392
H 29.58 5.69 32.03 0.396
H 40.51 10.12 28.40 0.328
H 32.67 3.51 23.73 0.327
H 29.80 6.83 33.35 0.387
H 32.01 5.75 24.11 -0.105
H 33.29 8.85 32.17 -0.361
H 33.99 2.63 24.22 0.434
H 32.07 8.47 24.46 -0.399
H 32.42 2.21 24.89 0.383
H 34.02 3.41 26.50 -0.013
H 28.98 7.25 31.78 0.393
H 34.09 11.77 31.66 0.474
H 31.44 8.11 31.87 -0.115
H 38.26 8.95 27.36 -0.058
H 39.68 10.84 26.91 0.347
H 31.10 6.96 30.53 -0.386
H 31.81 8.40 22.68 0.446
H 33.87 4.85 25.44 -0.210
```


(2)
Molecular formula: C5H11N2O
Method: DFT, the ωB97M-V functional and the def2-TZVPD basis

Computed properties:
Total charge   +1
Energy   -381.523537 Eh
Energy relative to the best compared isomer or geometry (same formula, charge and spin)   88.1 kcal/mol

```
19
Properties=species:S:1:pos:R:3:mulliken_charge:R:1
O 1.31 -1.01 -0.99 -0.472
N 2.19 1.99 0.32 -0.273
N -2.03 -2.17 -0.08 -0.617
C 0.30 -1.70 -0.92 -0.070
C 0.11 0.70 0.66 -0.364
C 0.82 1.64 0.00 -0.533
C -1.18 0.25 0.06 -0.641
C -0.92 -1.33 0.03 -0.005
H 2.78 1.18 -0.12 0.426
H -0.52 -1.59 1.06 0.262
H 0.19 -2.48 -1.60 0.466
H -2.62 -2.21 -0.87 0.226
H 0.32 2.03 -0.87 0.316
H -2.09 0.52 0.69 0.343
H 0.22 0.42 1.61 0.559
H -2.57 -1.91 0.68 0.247
H 2.52 2.94 -0.02 0.391
H 2.56 2.04 1.27 0.380
H -1.40 0.69 -0.89 0.360
```


(3)
Molecular formula: C12H17NS
Method: DFT, the ωB97M-V functional and the def2-TZVPD basis

Computed properties:
Energy   -920.385211 Eh
Energy relative to the best compared isomer or geometry (same formula, charge and spin)   20.2 kcal/mol

```
31
Properties=species:S:1:pos:R:3:mulliken_charge:R:1
S 0.30 0.50 0.68 -0.178
N 2.29 -2.07 2.17 -0.437
C -0.11 2.61 -1.02 -1.026
C 0.88 -1.20 0.43 -0.620
C -0.04 -2.23 2.58 -0.354
C 1.45 -3.18 4.19 -0.402
C -0.90 1.14 -3.22 -0.938
C 2.46 -2.75 3.31 -0.129
C 0.35 1.14 -1.00 0.081
C -1.86 2.25 -2.76 -0.649
C -1.59 2.75 -1.35 -0.504
C 0.13 -2.88 3.80 -0.524
C -0.52 0.33 -1.99 -0.988
C 1.02 -1.94 1.78 0.251
H -0.71 -3.13 4.42 0.412
H -1.45 0.02 -1.49 0.348
H 0.01 1.62 -3.59 0.304
H -2.21 2.30 -0.59 0.333
H 3.51 -2.94 3.60 0.352
H 1.33 1.11 -1.30 0.506
H -1.29 0.53 -3.99 0.426
H 0.03 -0.59 -2.24 0.515
H 0.18 -1.72 -0.22 0.407
H 0.11 3.11 -0.08 0.459
H 1.73 -3.74 5.11 0.331
H 0.49 3.13 -1.80 0.320
H -1.86 3.85 -1.31 0.319
H 1.85 -1.18 -0.02 0.390
H -1.65 3.07 -3.46 0.320
H -2.90 2.04 -2.90 0.317
H -1.04 -1.95 2.26 0.359
```


(4)
Molecular formula: C52H44As2BrKN7O2S
Method: DFT, the ωB97M-V functional and the def2-TZVPD basis

Computed properties:
Total charge   -1
Energy   -10585.415382 Eh
Energy relative to the best compared isomer or geometry (same formula, charge and spin)   60.4 kcal/mol

```
110
Properties=species:S:1:pos:R:3:mulliken_charge:R:1
Br 1.81 -1.02 -4.19 0.012
As 1.48 0.41 2.30 1.567
As -1.43 2.29 1.43 1.433
K 0.21 0.10 -0.86 1.312
S -1.53 1.43 -3.09 -0.254
O 1.01 -0.52 -9.11 -0.518
O 0.01 -2.38 -8.48 -0.611
N 0.74 -2.67 -2.27 0.451
N 4.91 1.23 -0.98 -0.231
N 2.41 3.55 -3.39 -0.633
N -6.36 -6.12 2.79 -0.686
N 2.98 -0.15 -0.79 -0.313
N 1.48 2.60 -0.95 -0.067
N 5.20 -0.14 -1.25 -0.382
C -1.57 5.16 1.25 -0.312
C -5.25 -0.49 1.48 -0.565
C 1.47 -2.10 6.32 -0.463
C 3.45 1.22 -0.63 2.401
C 6.19 0.81 1.20 -1.138
C 0.95 2.13 3.09 -1.070
C -1.53 -0.56 -4.99 -0.467
C 1.56 -0.61 3.96 0.090
C 0.76 3.45 -1.68 -0.190
C -3.48 4.22 2.36 -0.302
C 1.24 3.93 -2.89 -0.676
C 3.10 2.67 -2.68 -0.287
C -2.25 -3.00 0.99 1.732
C -1.09 -1.16 -6.15 -0.719
C 5.25 1.67 0.42 -0.212
C 1.41 -2.71 -3.40 0.096
C -2.27 4.04 1.71 0.035
C -4.49 -3.99 0.69 -0.660
C 5.74 0.03 2.17 -0.689
C -3.00 1.16 1.57 0.059
C -4.42 -4.66 1.93 0.296
C -5.48 -5.46 2.40 0.112
C 3.75 1.66 0.85 -0.647
C -3.29 6.61 2.10 -0.414
C -4.24 -0.74 2.39 -0.375
C 0.76 -2.52 5.20 -0.484
C 0.72 -5.07 -2.30 -0.791
C 3.38 0.69 1.94 -0.177
C -4.01 1.39 0.63 -0.375
C 0.40 -3.85 -1.72 -0.264
C 1.78 -3.86 -4.07 -0.712
C 0.81 -1.78 4.03 0.084
C -2.19 -3.74 2.23 -0.644
C 2.22 -0.93 6.26 -0.748
C 2.26 -0.19 5.09 -0.226
C 3.98 -0.81 -1.19 -0.729
C -0.17 -0.52 -7.00 1.088
C -3.22 -4.51 2.68 -0.624
C -3.12 0.08 2.44 -0.157
C 0.28 -1.24 -8.21 0.681
C -2.08 6.44 1.45 -0.618
C -3.46 -3.20 0.23 -0.799
C -0.58 2.16 3.22 -1.466
C 1.43 -5.07 -3.49 -0.348
C -1.07 0.71 -4.59 0.236
C 4.32 -0.06 2.52 -0.353
C 0.29 0.74 -6.62 -0.923
C 2.64 2.20 -1.45 -1.233
C -0.15 1.35 -5.46 -0.911
C -3.99 5.50 2.56 -0.688
C -1.25 -2.16 0.56 -1.760
C -5.13 0.58 0.59 -0.776
H 6.44 -0.58 2.74 0.401
H 5.70 -0.26 -2.13 0.282
H 1.02 1.28 -7.22 0.118
H -4.03 3.36 2.71 0.368
H 3.94 -1.86 -1.46 0.566
H -3.91 2.19 -0.10 0.386
H 1.08 0.39 -8.81 0.317
H 2.32 -3.80 -5.01 0.462
H 0.25 -2.11 3.16 -0.477
H -1.53 7.30 1.08 0.394
H 2.77 -0.59 7.13 0.389
H 1.43 -2.67 7.24 0.383
H -6.11 -1.15 1.43 0.383
H -2.33 -0.15 3.13 -0.115
H -0.94 1.27 3.75 0.397
H -0.63 5.03 0.73 0.245
H -3.57 -2.68 -0.72 0.516
H 0.23 2.32 -5.18 0.259
H 1.30 2.94 2.45 0.441
H -5.38 -4.09 0.09 0.430
H 5.65 2.68 0.35 0.365
H 1.42 2.24 4.06 0.660
H -4.94 5.63 3.06 0.386
H -5.90 0.76 -0.15 0.379
H -3.13 -5.04 3.62 0.410
H 2.85 0.72 5.05 0.363
H 4.05 2.34 -3.07 0.470
H -1.44 -2.14 -6.44 0.413
H 0.65 4.64 -3.47 0.362
H -3.70 7.60 2.25 0.362
H 7.25 0.86 0.96 0.416
H -0.32 -2.05 1.11 0.381
H -0.17 -3.78 -0.80 0.383
H -1.35 -1.66 -0.40 0.010
H -0.91 3.02 3.79 0.685
H -0.21 3.74 -1.30 0.355
H -1.29 -3.67 2.83 0.202
H 3.34 2.64 1.07 0.600
H 0.40 -5.99 -1.83 0.461
H -2.24 -1.07 -4.35 0.456
H 0.16 -3.43 5.24 0.473
H 1.69 -6.00 -3.98 0.387
H 4.05 -0.77 3.28 0.483
H -4.30 -1.61 3.04 0.396
```


(5)
Molecular formula: C7H13FO4S
Method: DFT, the ωB97M-V functional and the def2-TZVPD basis

Computed properties:
Energy   -1073.527601 Eh
Energy relative to the best compared isomer or geometry (same formula, charge and spin)   0.0 kcal/mol

```
26
Properties=species:S:1:pos:R:3:mulliken_charge:R:1
S -0.87 -1.49 -1.75 1.050
F -1.26 1.68 1.53 -0.355
O -1.82 -0.23 -1.45 -0.399
O 0.36 -0.98 -0.90 -0.243
O -0.56 -1.48 -3.13 -0.591
O -1.40 -2.65 -1.12 -0.557
C -1.64 0.52 0.85 0.476
C 2.68 0.27 0.09 -0.581
C -3.13 0.34 0.99 -1.503
C -1.17 0.73 -0.59 0.035
C 0.32 0.47 -0.84 -0.070
C 1.33 0.99 0.17 -0.849
C 2.72 -1.08 0.82 -0.999
H -1.09 -0.31 1.30 0.244
H 0.93 0.93 1.18 0.350
H -3.37 0.05 2.02 0.377
H -1.48 1.72 -0.93 0.460
H 3.58 -1.14 1.49 0.337
H 1.46 2.05 -0.06 0.414
H 2.96 0.14 -0.96 0.321
H -3.63 1.28 0.77 0.362
H 2.78 -1.92 0.12 0.247
H 0.56 0.84 -1.84 0.416
H 1.82 -1.24 1.42 0.265
H -3.49 -0.44 0.32 0.361
H 3.43 0.94 0.52 0.432
```


(6)
Molecular formula: C46H35F12IrN6O4
Method: DFT, the ωB97M-V functional and the def2-TZVPD basis

Computed properties:
Total charge   +1
Spin multiplicity   2
Energy   -3706.004089 Eh

```
104
Properties=species:S:1:pos:R:3:mulliken_charge:R:1
Ir -0.70 0.35 -1.14 2.166
F 1.67 -1.68 -2.69 -0.148
F 0.24 -3.09 -3.50 -0.260
F -1.60 4.20 -0.55 -0.260
F -0.10 -5.04 -1.11 -0.267
F 0.02 5.19 0.49 -0.272
F -1.78 -3.92 -1.83 -0.243
F 1.87 -3.78 -2.27 -0.268
F 0.38 4.21 -1.40 -0.238
F -1.45 3.68 2.15 -0.299
F -0.54 1.77 2.56 -0.087
F 0.64 3.57 2.70 -0.285
F -1.31 -3.90 0.28 -0.120
O -2.24 -2.26 4.15 -0.467
O -0.90 1.84 0.06 -1.138
O -4.74 -0.13 -1.98 -0.441
O -0.88 -1.65 -1.27 -0.007
N 1.10 0.06 -0.36 0.439
N -0.50 0.02 -3.13 0.500
N -2.76 0.81 -1.61 -0.227
N -2.70 -0.90 0.86 0.447
N -0.53 -1.51 2.88 0.179
N -1.35 -0.80 -3.76 0.478
C -1.11 -2.31 5.04 -0.463
C 1.61 -3.44 0.68 -0.907
C -2.58 3.21 -5.98 -0.794
C -1.29 3.68 -5.76 -0.874
C 0.02 2.77 0.50 1.785
C 4.14 2.13 -0.61 -1.001
C 0.98 -2.80 -2.42 0.317
C 3.17 -4.51 2.34 -1.742
C 1.49 2.44 0.25 -1.240
C -0.77 -3.89 -0.95 0.162
C -1.77 -1.73 2.99 -0.293
C 3.77 3.30 0.04 0.279
C -3.24 2.53 -4.97 -0.992
C 3.25 0.02 6.09 -0.517
C -1.11 -0.81 -5.08 -0.571
C 2.64 -3.30 1.63 0.183
C 3.00 -1.32 6.37 -0.746
C 2.45 3.43 0.45 -0.342
C -3.69 -0.94 -0.04 0.797
C -2.85 -1.63 1.96 0.818
C 1.59 -1.06 0.24 0.791
C -3.44 1.67 -2.63 0.391
C -0.67 3.46 -4.54 -0.284
C 1.98 -1.99 5.70 -0.394
C 3.23 1.10 -0.76 -0.233
C -4.57 0.76 -3.10 -1.085
C 4.74 4.43 0.24 -1.653
C -0.31 4.12 -0.25 0.531
C -3.64 -0.06 -1.24 -0.100
C 1.45 0.01 4.50 0.407
C -3.99 -2.41 2.20 -0.892
C 2.47 0.68 5.16 -0.773
C 1.92 1.22 -0.30 -0.018
C 1.08 -2.38 -0.01 -0.281
C -1.34 2.77 -3.54 0.713
C -0.07 0.06 -5.31 -1.461
C -0.33 2.96 2.01 0.428
C 3.14 -2.03 1.87 -1.064
C 0.08 -2.09 4.10 0.229
C 1.20 -1.33 4.76 -0.467
C 0.09 -2.61 -1.15 1.026
C 0.28 0.56 -4.05 -0.407
C -2.63 2.29 -3.74 -0.347
C -4.84 -1.71 0.11 -1.022
C -4.99 -2.46 1.26 -0.933
C 2.62 -0.94 1.21 -0.024
H 0.32 3.83 -4.36 0.494
H 3.49 -5.27 1.63 0.433
H -5.51 1.29 -3.24 0.426
H 0.49 -3.06 3.79 0.122
H -3.87 2.50 -2.06 0.671
H -4.32 0.18 -3.99 0.475
H 1.04 1.27 -3.78 0.745
H -1.20 -1.51 5.78 0.362
H -1.67 -1.45 -5.74 0.589
H -5.87 -3.07 1.41 0.452
H 1.26 -4.44 0.48 0.659
H -0.77 4.22 -6.55 0.440
H 3.60 -1.85 7.10 0.429
H -3.07 3.39 -6.92 0.423
H 2.39 -4.96 2.96 0.327
H 5.76 4.06 0.31 0.415
H -0.85 2.60 -2.59 -0.228
H -4.06 -2.98 3.11 0.537
H -1.85 -1.47 -3.19 -0.036
H 4.04 0.54 6.61 0.429
H 1.80 -3.04 5.91 0.438
H 0.38 0.31 -6.26 0.559
H 4.52 4.99 1.15 0.416
H 4.70 5.13 -0.60 0.299
H -5.60 -1.70 -0.66 0.554
H 5.15 2.01 -0.98 0.464
H 2.98 0.04 1.48 0.493
H 3.91 -1.88 2.61 0.304
H 0.85 0.52 3.76 0.415
H 3.53 0.17 -1.23 0.555
H -4.26 2.20 -5.15 0.438
H 2.66 1.72 4.94 0.470
H 4.01 -4.25 2.99 0.400
H 2.14 4.36 0.90 0.544
H -1.11 -3.28 5.54 0.368
```


(7)
Molecular formula: C8H13N3
Method: DFT, the ωB97M-V functional and the def2-TZVPD basis

Computed properties:
Energy   -476.758786 Eh
Energy relative to the best compared isomer or geometry (same formula, charge and spin)   90.3 kcal/mol

```
24
Properties=species:S:1:pos:R:3:mulliken_charge:R:1
N 1.70 0.09 -1.44 -1.198
N -0.99 1.36 -0.86 -0.387
N 0.96 -0.13 -0.37 0.905
C 3.09 -0.87 0.03 -0.774
C -1.56 -1.73 0.41 -1.533
C -2.24 0.53 1.65 -1.443
C -0.27 2.11 -1.73 -0.694
C -0.32 0.32 -0.06 0.335
C 2.89 -0.41 -1.33 0.034
C -1.10 -0.35 1.07 0.694
C 1.87 -0.67 0.62 -0.119
H -0.42 -0.43 1.90 0.190
H -0.84 1.90 -2.64 0.266
H -2.32 0.23 2.70 0.414
H -2.03 1.63 1.68 0.316
H 4.06 -1.21 0.39 0.374
H 3.68 -0.39 -2.23 0.311
H -2.07 -1.43 -0.48 0.453
H -0.39 3.09 -1.33 0.321
H -3.23 0.25 1.23 0.300
H 1.45 -0.90 1.67 0.169
H 0.85 1.72 -2.00 0.287
H -0.70 -2.28 0.07 0.376
H -2.09 -2.42 1.05 0.403
```